Molecular formula: C30H29F5N7O3SV
Method: DFT, the ωB97M-V functional and the def2-TZVPD basis

XYZ file:
```
76
Properties=species:S:1:pos:R:3:lowdin_spin:R:1
V 0.383 1.334 1.434 1.08
C 4.515 -3.084 1.390 0.00
C 3.103 -3.512 1.005 0.00
N 2.083 -3.014 1.915 0.00
C 1.776 -1.671 1.941 0.00
S 1.797 -0.740 0.494 0.01
N 1.534 -1.182 3.131 0.00
N 1.235 0.156 3.121 0.00
C 1.298 0.781 4.244 0.01
C 1.674 0.160 5.547 0.00
C 0.870 2.170 4.127 0.01
C 0.498 2.982 5.137 -0.03
C -0.303 4.157 4.817 0.00
C -0.576 4.496 3.556 -0.01
C 0.079 3.771 2.413 0.00
N 0.681 2.515 2.817 -0.04
H 5.247 -3.483 0.684 0.00
H 4.777 -3.439 2.389 0.00
H 4.588 -1.995 1.381 0.00
H 3.024 -4.602 0.983 0.00
H 2.865 -3.146 0.009 0.00
H 2.156 -3.368 2.860 0.00
H 2.268 -0.733 5.376 0.00
H 0.770 -0.135 6.087 0.00
H 2.225 0.868 6.165 0.00
H 0.648 2.689 6.166 0.00
H -0.757 4.704 5.634 0.00
H -1.262 5.299 3.321 0.00
H 0.835 4.422 1.950 0.00
C -1.757 2.362 -3.710 0.00
C -0.753 1.586 -2.897 0.00
O -0.897 1.335 -1.722 0.01
N 0.344 1.132 -3.581 0.01
C 1.404 0.458 -2.856 0.03
C 1.299 -1.038 -2.822 0.23
C 2.181 -1.883 -3.409 0.02
C 2.153 -3.274 -3.182 0.33
C 1.273 -3.779 -2.194 0.03
C 0.394 -2.963 -1.588 0.23
N 0.188 -1.607 -2.072 0.06
H -2.715 2.328 -3.199 0.00
H -1.857 1.956 -4.717 0.00
H -1.434 3.403 -3.771 0.00
H 0.488 1.415 -4.533 0.00
H 1.403 0.851 -1.834 0.01
H 2.364 0.707 -3.309 0.00
H 2.962 -1.452 -4.022 0.00
H 2.852 -3.927 -3.682 0.02
H 1.327 -4.813 -1.884 0.00
H -0.269 -3.209 -0.771 0.01
O -3.117 -0.291 2.584 0.06
C -2.348 -0.177 1.645 0.03
O -1.186 0.403 1.759 0.02
C -2.743 -0.687 0.293 0.14
C -4.086 -0.727 -0.039 0.03
C -4.486 -1.064 -1.331 0.16
C -3.503 -1.355 -2.306 0.01
C -3.721 -1.657 -3.662 0.14
C -2.657 -1.939 -4.538 0.06
C -1.347 -1.928 -4.095 0.10
C -1.133 -1.609 -2.757 0.14
C -2.156 -1.328 -1.832 0.01
N -1.783 -1.033 -0.587 0.13
H -4.803 -0.460 0.724 0.00
H -5.534 -1.071 -1.607 0.01
H -4.739 -1.676 -4.032 0.01
H -2.865 -2.168 -5.576 0.00
H -0.519 -2.145 -4.758 0.01
H -0.057 -1.034 -1.206 0.01
F 1.265 2.088 0.068 0.01
C -0.840 3.187 1.337 -0.04
F -2.117 3.011 1.889 -0.01
C -1.062 4.143 0.197 -0.01
F -2.032 3.771 -0.647 0.00
F -1.454 5.379 0.666 0.00
F 0.043 4.383 -0.529 0.00
```

Output
DFT total energy: -3611.2016 Eh
expectation value of S²: 3.84
gap between HOMO and LUMO (spin up / spin down): 4.45 / 5.98 eV
spin multiplicity: 4
relative energy (zero: lowest compared OMol25 entry of this formula, charge and spin): 4.295 eV
LUMO (spin up / spin down): 2.4 / 1.2 eV
E_HOMO (spin up / spin down): -2.07 / -4.78 eV
net charge: -1